P.
A molecular structure, C32H35I2KN4O5, computed with wB97M-V/def2-TZVPD.

CARTESIAN COORDINATES (ANGSTROEM)
K: 0.052 -0.024 0.514
I: -0.354 3.498 -5.368
C: -0.910 1.604 -4.651
C: -0.018 0.546 -4.725
C: -0.440 -0.706 -4.321
I: 0.881 -2.327 -4.513
C: -1.740 -0.991 -3.793
O: -2.130 -2.137 -3.429
C: -2.603 0.163 -3.722
C: -3.970 -0.055 -3.125
N: -3.990 -0.302 -1.681
C: -3.350 0.772 -0.940
C: -3.343 0.528 0.545
C: -3.513 1.574 1.448
C: -3.425 1.318 2.804
C: -3.175 0.023 3.227
C: -3.021 -0.955 2.259
N: -3.105 -0.721 0.952
C: -2.193 1.408 -4.148
H: 0.990 0.693 -5.090
H: -4.428 -0.925 -3.599
H: -4.603 0.817 -3.332
H: -3.496 -1.169 -1.496
H: -3.885 1.706 -1.145
H: -2.310 0.951 -1.252
H: -3.690 2.577 1.079
H: -3.525 2.123 3.523
H: -3.051 -0.217 4.275
H: -2.794 -1.978 2.543
H: -2.882 2.244 -4.080
N: -0.342 -2.495 -1.024
C: 0.204 -3.776 -0.590
C: 1.431 -3.580 0.295
C: 2.651 -3.092 -0.484
C: 3.783 -2.581 0.407
N: 3.528 -1.309 1.075
H: -1.090 -2.632 -1.702
H: 0.370 -1.987 -1.543
H: 0.477 -4.428 -1.438
H: -0.573 -4.299 -0.025
H: 1.679 -4.528 0.789
H: 1.178 -2.871 1.089
H: 2.373 -2.276 -1.158
H: 3.026 -3.909 -1.116
H: 4.688 -2.471 -0.200
H: 4.014 -3.328 1.177
H: 3.217 -0.634 0.379
H: 2.772 -1.401 1.748
C: 0.201 4.361 -1.388
C: 0.548 2.874 -1.403
O: -0.260 2.119 -0.869
C: 1.781 2.454 -2.061
C: 2.509 3.405 -2.806
C: 3.637 3.096 -3.524
C: 4.083 1.759 -3.522
C: 3.425 0.802 -2.807
C: 2.256 1.086 -2.010
O: 1.737 0.165 -1.322
H: -0.682 4.482 -0.765
H: -0.022 4.709 -2.398
H: 1.019 4.963 -0.988
H: 2.148 4.425 -2.839
H: 4.154 3.855 -4.098
H: 4.960 1.486 -4.101
H: 3.755 -0.231 -2.809
O: 0.863 -1.336 2.996
C: 0.377 -0.323 3.553
O: -0.129 0.675 2.997
C: 0.386 -0.313 5.085
C: 0.961 -1.358 5.797
C: 0.965 -1.346 7.186
C: 0.389 -0.286 7.876
C: -0.189 0.761 7.168
C: -0.187 0.746 5.780
H: 1.401 -2.171 5.234
H: 1.417 -2.165 7.735
H: 0.392 -0.276 8.960
H: -0.637 1.592 7.702
H: -0.624 1.549 5.199

Summary:
Total charge: -2


Q.
A molecular structure, C32H35I2KN4O5, computed with wB97M-V/def2-TZVPD.

CARTESIAN COORDINATES (ANGSTROEM)
K: -0.210 0.492 0.287
I: 6.811 -4.452 1.832
C: 5.100 -3.315 1.462
C: 5.041 -1.990 1.864
C: 3.890 -1.273 1.614
I: 3.789 0.726 2.186
C: 2.735 -1.795 0.951
O: 1.726 -1.046 0.748
C: 2.849 -3.174 0.555
C: 1.772 -3.916 -0.241
N: 0.364 -3.652 0.022
C: 0.045 -3.704 1.430
C: -1.439 -3.613 1.705
C: -1.902 -3.750 3.019
C: -3.244 -3.573 3.281
C: -4.091 -3.253 2.227
C: -3.543 -3.145 0.964
N: -2.252 -3.338 0.697
C: 4.007 -3.886 0.823
H: 5.875 -1.517 2.365
H: 1.938 -4.984 -0.047
H: 1.943 -3.761 -1.311
H: 0.137 -2.731 -0.334
H: 0.510 -2.878 1.994
H: 0.440 -4.634 1.858
H: -1.193 -3.974 3.808
H: -3.627 -3.665 4.292
H: -5.147 -3.066 2.379
H: -4.163 -2.868 0.117
H: 4.056 -4.925 0.511
N: 2.513 -1.041 -2.348
C: 1.787 -0.121 -3.225
C: 1.178 -0.845 -4.424
C: 0.136 -1.880 -4.008
C: -1.105 -1.266 -3.341
N: -1.175 -1.589 -1.922
H: 2.200 -0.940 -1.386
H: 3.505 -0.850 -2.353
H: 2.433 0.694 -3.571
H: 1.000 0.378 -2.657
H: 1.980 -1.330 -4.993
H: 0.718 -0.104 -5.092
H: 0.607 -2.558 -3.291
H: -0.153 -2.487 -4.873
H: -2.007 -1.577 -3.895
H: -1.075 -0.176 -3.420
H: -1.415 -2.557 -1.754
H: -1.871 -1.012 -1.452
C: -2.107 1.578 3.492
C: -2.528 0.970 2.163
O: -2.102 -0.144 1.889
C: -3.349 1.770 1.239
C: -4.125 2.817 1.763
C: -4.934 3.621 0.991
C: -4.948 3.396 -0.396
C: -4.184 2.414 -0.962
C: -3.330 1.540 -0.194
O: -2.616 0.680 -0.776
H: -1.543 0.825 4.038
H: -2.948 1.915 4.099
H: -1.466 2.439 3.286
H: -4.097 2.994 2.831
H: -5.529 4.407 1.438
H: -5.566 4.020 -1.036
H: -4.176 2.256 -2.035
O: 0.295 2.940 1.086
C: 0.975 3.042 0.038
O: 1.181 2.168 -0.833
C: 1.634 4.407 -0.207
C: 1.303 5.504 0.579
C: 1.893 6.740 0.350
C: 2.834 6.886 -0.662
C: 3.175 5.791 -1.446
C: 2.572 4.561 -1.221
H: 0.576 5.355 1.367
H: 1.622 7.593 0.962
H: 3.300 7.850 -0.839
H: 3.912 5.896 -2.234
H: 2.804 3.688 -1.819

Summary:
Total charge: -2


The structure with the greatest stability is P.


P.
A single C2H2N4 molecule, computed with wB97M-V/def2-TZVPD.

CARTESIAN COORDINATES (ANGSTROEM)
C: -1.243 0.211 0.349
N: -1.057 -0.837 -0.384
C: 0.328 -1.019 -0.705
N: 1.255 -0.166 -0.376
N: 1.015 0.926 0.379
N: -0.191 0.994 0.725
H: -2.210 0.612 0.734
H: 0.554 -2.185 -1.011

Summary:
Structure (SMILES): c1ncnnn1
Total charge: 0


Q.
A molecular structure, C2H2N4, computed with wB97M-V/def2-TZVPD.

CARTESIAN COORDINATES (ANGSTROEM)
C: -0.896 -0.363 -0.201
N: -1.598 0.449 -0.800
N: 0.512 1.950 0.203
N: 1.009 0.917 0.327
C: 1.130 -0.372 0.403
N: -0.111 -1.070 0.443
H: -2.103 -0.585 -0.818
H: 2.076 -0.873 0.450

Summary:
Total charge: 0


The structure with the greatest stability is P.


P.
A single C9H19N5O3 molecule, computed with wB97M-V/def2-TZVPD.

CARTESIAN COORDINATES (ANGSTROEM)
H: -3.114 0.656 -3.125
N: -2.164 0.511 -2.950
C: -1.503 -0.256 -3.720
N: -1.805 -1.092 -4.849
N: -0.134 -0.609 -3.498
C: 0.773 -0.129 -2.458
C: 0.925 -1.100 -1.169
C: -0.298 -1.516 -0.459
C: -1.107 -0.578 0.348
N: -1.192 0.778 -0.298
C: -0.361 -0.410 1.662
O: -0.324 -1.268 2.547
N: 0.227 0.902 1.795
C: 1.201 1.217 2.809
C: 0.575 1.923 3.975
C: 2.300 0.273 3.485
O: 2.863 -0.662 3.011
O: 2.312 0.545 4.819
H: -2.758 -1.336 -5.066
H: -1.410 -2.008 -4.786
H: 0.393 -0.735 -4.401
H: 0.352 0.813 -2.115
H: 1.733 0.077 -2.916
H: 1.458 -1.922 -1.644
H: 1.585 -0.521 -0.504
H: -0.036 -2.350 0.228
H: -0.908 -1.981 -1.301
H: -2.072 -1.036 0.545
H: -1.580 0.513 -1.285
H: -1.943 1.373 0.090
H: 0.069 1.440 0.969
H: 1.835 1.908 2.260
H: -0.070 2.861 3.675
H: 1.277 2.472 4.506
H: -0.040 1.324 4.615
H: 2.941 -0.079 5.204

Summary:
Structure (SMILES): [H]/N=C(\N)NCCC[C@H](N)C(=O)N[C@@H](C)C(=O)O
Total charge: 0


Q.
2 unconnected molecules or ions with the total composition C9H19N5O3, computed with wB97M-V/def2-TZVPD.

CARTESIAN COORDINATES (ANGSTROEM)
C: 4.021 0.127 0.423
C: 2.808 -0.509 0.970
C: 3.762 1.465 -0.363
C: 0.490 -0.723 0.564
C: 0.191 -1.703 -0.604
C: -0.766 0.179 0.891
C: -1.017 1.091 -0.398
C: -2.506 1.628 -0.440
C: -3.843 -0.501 0.213
H: 4.736 -1.746 -0.639
H: 3.422 -0.731 -1.057
H: 4.718 0.523 1.314
H: 4.820 2.262 -0.196
H: 3.340 1.295 -1.448
H: 2.477 2.246 -0.225
H: 1.749 0.915 -0.342
H: 0.545 -1.448 1.384
H: -0.401 0.736 1.699
H: -1.832 -0.286 0.958
H: -0.968 0.612 -1.405
H: -0.169 1.779 -0.447
H: -2.700 2.209 -1.303
H: -2.910 2.272 0.414
H: -2.948 0.110 -1.572
H: -3.152 -1.456 -1.193
H: -4.994 0.657 1.335
H: -4.688 -1.065 1.902
H: -1.796 -2.224 -0.011
N: 4.428 -0.761 -0.706
N: 1.728 0.090 0.443
N: -3.535 0.518 -0.686
N: -3.335 -1.737 -0.177
N: -4.389 -0.278 1.346
O: 2.842 -1.600 1.625
O: 0.841 -1.554 -1.690
O: -0.970 -2.390 -0.578

Summary:
Total charge: 0


The structure with the greatest stability is P.


P.
A gas-phase ion, C5H11N2O (charge -1), computed with wB97M-V/def2-TZVPD.

CARTESIAN COORDINATES (ANGSTROEM)
N: -0.604 -2.276 -2.515
C: -0.530 -0.965 -1.929
C: -0.753 -0.732 -0.643
C: -0.642 0.642 -0.081
C: 0.076 0.665 1.292
N: -0.195 1.978 1.894
C: 1.626 0.136 1.053
O: 2.388 1.221 1.267
H: -0.776 -2.961 -1.801
H: -1.084 -2.251 -3.392
H: -0.218 -0.159 -2.587
H: -0.834 -1.506 0.103
H: -0.193 1.316 -0.804
H: -1.674 1.047 0.125
H: -0.477 0.016 1.983
H: 0.215 2.656 1.252
H: 0.231 2.107 2.797
H: 1.815 -0.633 1.921
H: 1.629 -0.302 0.063

Summary:
Structure (SMILES): N/C=C/C[C@H](N)C[O-]
Total charge: -1


Q.
A gas-phase ion, C5H11N2O (charge -1), computed with wB97M-V/def2-TZVPD.

CARTESIAN COORDINATES (ANGSTROEM)
C: 1.612 1.483 -1.546
N: 0.628 2.169 -1.174
C: -0.080 1.786 0.067
C: 0.211 0.446 0.715
C: -0.598 -0.644 -0.032
N: -1.980 -0.704 0.398
C: 0.159 -2.066 0.273
O: -0.317 -2.553 1.423
H: 2.146 1.738 -2.459
H: 1.970 0.539 -1.122
H: 0.142 2.533 0.846
H: -1.135 1.916 -0.204
H: 1.246 0.112 0.826
H: -0.230 0.404 1.740
H: -0.649 -0.354 -1.096
H: -2.047 -0.598 1.403
H: -2.280 -1.664 0.258
H: -0.059 -2.682 -0.650
H: 1.258 -1.860 0.335

Summary:
Structure (SMILES): C=NCC[C@H](N)C[O-]
Total charge: -1


R.
2 unconnected molecules or ions with the total composition C5H11N2O, computed with wB97M-V/def2-TZVPD.

CARTESIAN COORDINATES (ANGSTROEM)
C: 2.888 0.506 0.076
O: 4.048 0.116 -0.464
C: 1.654 -0.552 -0.030
C: 0.320 -0.037 0.357
C: -1.018 -0.351 -0.050
C: -2.021 0.352 0.575
N: -3.401 0.381 0.010
N: -1.138 -1.314 -1.030
H: 2.983 0.588 1.193
H: 2.517 1.474 -0.363
H: 1.609 -1.227 -0.922
H: 1.910 -1.502 0.603
H: 0.523 1.680 1.541
H: 0.307 0.912 1.069
H: -1.694 0.972 1.395
H: -3.627 -0.150 -0.820
H: -3.593 1.342 -0.245
H: -1.997 -1.503 -1.519
H: -0.270 -1.686 -1.376

Summary:
Total charge: -1


The structure with the greatest stability is Q.


P.
A molecular structure, C21H22N6O7S2Se2Te2V, computed with wB97M-V/def2-TZVPD.

CARTESIAN COORDINATES (ANGSTROEM)
V: 1.065 -0.458 -0.544
O: 0.594 1.631 2.749
C: 0.059 0.962 1.634
O: 0.892 0.624 0.670
C: -1.207 1.614 1.106
O: -1.664 0.752 0.084
C: -1.922 1.253 -1.199
C: -0.725 2.074 -1.854
O: -1.054 3.076 -2.473
O: 0.414 1.623 -1.645
H: 0.887 0.970 3.396
H: -1.004 2.622 0.711
H: -1.967 1.671 1.897
H: -2.829 1.882 -1.216
H: -2.337 -0.719 -1.226
Se: -0.603 -1.581 1.284
Te: -1.658 -2.825 3.185
Te: 1.878 -3.617 2.791
Se: 1.506 -2.038 0.851
N: 3.073 3.465 -6.005
C: 2.689 2.369 -5.230
C: 3.068 2.276 -3.892
C: 2.684 1.183 -3.136
C: 1.926 0.186 -3.713
C: 1.609 0.226 -5.059
C: 1.990 1.311 -5.816
S: 1.323 -1.216 -2.814
O: 2.262 -1.445 -1.715
O: 1.272 -2.330 -3.717
N: -0.053 -1.018 -2.038
C: -1.000 -0.382 -2.762
N: -0.850 -0.074 -3.987
C: -1.889 0.435 -4.696
C: -3.154 0.406 -4.155
C: -3.338 0.012 -2.850
N: -2.200 -0.013 -1.970
H: 3.211 4.312 -5.474
H: 2.487 3.616 -6.814
H: 3.649 3.070 -3.439
H: 3.007 1.111 -2.104
H: 1.057 -0.598 -5.482
H: 1.728 1.361 -6.865
H: -1.659 0.742 -5.702
H: -4.022 0.603 -4.768
H: -4.288 -0.155 -2.376
N: 2.847 2.822 0.414
C: 3.342 1.766 1.155
S: 3.850 0.388 0.383
N: 3.497 2.039 2.478
C: 3.658 1.210 3.594
C: 3.839 1.851 4.824
C: 3.964 1.114 5.985
C: 3.924 -0.271 5.940
C: 3.745 -0.914 4.726
C: 3.609 -0.180 3.562
H: 2.449 2.558 -0.483
H: 2.231 3.450 0.915
H: 3.261 2.993 2.726
H: 3.858 2.935 4.861
H: 4.081 1.630 6.930
H: 4.013 -0.850 6.845
H: 3.674 -1.995 4.675
H: 3.437 -0.709 2.632

Summary:
Spin multiplicity: 2
Total charge: -2


Q.
A molecular structure, C21H22N6O7S2Se2Te2V, computed with wB97M-V/def2-TZVPD.

CARTESIAN COORDINATES (ANGSTROEM)
V: -0.872 -0.057 1.615
O: 0.255 3.512 3.030
C: 0.082 2.729 1.901
O: 0.455 1.460 2.025
C: 0.668 3.487 0.711
O: 0.540 2.713 -0.462
C: -0.777 2.227 -0.670
C: -1.469 1.801 0.605
O: -1.393 2.701 1.616
O: -2.383 0.928 0.586
H: -0.001 2.955 3.779
H: 1.733 3.664 0.864
H: 0.143 4.445 0.619
H: -0.694 1.399 -1.362
H: -1.417 3.015 -1.102
Se: -1.625 0.532 4.178
Te: -0.968 -0.030 6.536
Te: -5.000 -1.847 4.190
Se: -2.735 -1.318 3.198
N: 6.717 1.670 -1.061
C: 5.456 1.042 -1.094
C: 4.416 1.511 -0.295
C: 3.168 0.915 -0.342
C: 2.952 -0.157 -1.196
C: 3.978 -0.633 -1.995
C: 5.225 -0.031 -1.951
S: 1.366 -0.941 -1.241
O: 1.585 -2.317 -1.603
O: 0.519 -0.164 -2.115
N: 0.812 -0.752 0.259
C: 1.416 -1.413 1.284
N: 2.581 -2.061 1.228
C: 2.964 -2.644 2.361
C: 2.242 -2.608 3.542
C: 1.052 -1.893 3.516
N: 0.662 -1.305 2.401
H: 6.910 2.121 -0.180
H: 7.473 1.054 -1.318
H: 4.592 2.341 0.381
H: 2.359 1.263 0.291
H: 3.798 -1.492 -2.628
H: 6.032 -0.403 -2.574
H: 3.914 -3.170 2.315
H: 2.587 -3.098 4.439
H: 0.411 -1.766 4.384
N: -4.213 -2.919 0.832
C: -3.550 -2.329 -0.190
S: -1.931 -2.619 -0.467
N: -4.355 -1.539 -0.958
C: -4.059 -0.923 -2.193
C: -5.054 -0.918 -3.166
C: -4.830 -0.320 -4.397
C: -3.602 0.262 -4.673
C: -2.615 0.264 -3.696
C: -2.841 -0.305 -2.454
H: -3.616 -3.393 1.494
H: -4.960 -2.416 1.307
H: -5.341 -1.652 -0.782
H: -6.007 -1.393 -2.957
H: -5.616 -0.323 -5.144
H: -3.414 0.707 -5.643
H: -1.645 0.707 -3.888
H: -2.082 -0.276 -1.693

Summary:
Spin multiplicity: 2
Total charge: -2


The structure with the greatest stability is Q.


P.
A single C2H3BrOS molecule, computed with wB97M-V/def2-TZVPD.

CARTESIAN COORDINATES (ANGSTROEM)
O: -1.470 -0.460 -0.355
C: -0.565 0.518 -0.152
C: 0.991 -0.354 -0.085
S: 1.139 -1.941 0.106
Br: 2.398 0.882 -0.018
H: -1.395 -1.105 0.396
H: -0.459 1.300 -0.805
H: -0.639 1.161 0.914

Summary:
Structure (SMILES): OCC(=S)Br
Total charge: 0


Q.
A single C2H3BrOS molecule, computed with wB97M-V/def2-TZVPD.

CARTESIAN COORDINATES (ANGSTROEM)
C: 1.095 -0.216 -0.321
O: -0.069 0.613 -0.061
C: -1.262 0.356 0.340
S: -2.633 1.633 0.283
Br: -1.549 -1.288 1.080
H: 1.592 0.172 -1.292
H: 0.869 -1.277 -0.407
H: 1.957 0.007 0.378

Summary:
Structure (SMILES): COC(=S)Br
Total charge: 0


The structure with the greatest stability is P.